1.
Here is a 2-piece molecular cluster, C7H15NOS overall from OMol25. Energies are from wB97M-V/def2-TZVPD.

```
25
Properties=species:S:1:pos:R:3:mulliken_charge:R:1
C 2.5913 -1.9203 -0.0146 -0.5952
C 3.7180 -1.0040 -0.1036 -0.4058
C 2.5595 -0.6205 0.7532 -0.3989
C -1.8294 0.0116 -1.4155 -0.9685
C -2.3574 0.5992 0.9453 -1.1190
C -3.0305 2.1249 -0.9211 -1.1185
C -2.3779 0.9789 -0.4993 1.0630
N 2.1638 1.9614 0.5996 -0.6818
O 1.6112 0.5774 -1.3668 -0.6482
S 1.3552 0.5855 0.0274 0.6312
H 1.8897 -1.9434 -0.8807 0.1952
H 2.7305 -2.9245 0.4170 0.2956
H 4.7285 -1.2146 0.5180 0.2024
H 3.7994 -0.4904 -1.0014 0.2537
H 2.7502 -0.6175 1.7432 0.5113
H -1.9180 -1.0936 -0.9214 0.2201
H -2.2881 0.0519 -2.4836 0.3289
H -0.6334 0.0559 -1.5720 0.1608
H -3.3287 0.0854 1.3185 0.2749
H -2.1722 1.5023 1.5462 0.3455
H -1.5173 -0.0879 1.1724 0.2673
H -3.4122 2.8645 -0.1786 0.2469
H 1.8349 1.9354 1.5127 0.2746
H -3.1655 2.3830 -1.9066 0.3584
H 1.6753 2.6710 0.1453 0.3060
```

HOMO in hartree: -0.3218
Net charge: 0
Kohn-Sham gap in eV: 9.3

---

2.
Here is C16H21F13OSb as an isolated structure from OMol25. Energies are from wB97M-V/def2-TZVPD.

```
52
Properties=species:S:1:pos:R:3:mulliken_charge:R:1
C 3.2128 3.1842 0.9559 0.0079
C 3.3076 2.8527 -0.1665 -0.2145
C 3.4129 2.4924 -1.5679 -0.9061
C 2.1090 1.9523 -2.1853 -0.7827
C 1.3090 1.0279 -1.2946 -1.0074
Sb 2.3226 -0.9557 -0.9953 1.2645
C 0.4599 -2.0378 -1.5913 -1.6310
C -0.7833 -1.6553 -0.7729 -0.2072
C -2.0674 -1.6703 -1.5714 0.7327
F -2.1330 -0.5851 -2.3901 -0.3336
F -2.1205 -2.7638 -2.3831 -0.3608
C -3.3816 -1.7149 -0.7159 0.4808
F -3.1062 -1.8778 0.6055 -0.2979
F -4.1518 -2.7659 -1.0993 -0.3708
C -4.3101 -0.4751 -0.8232 0.6851
F -4.6197 -0.2339 -2.1162 -0.3084
F -5.4745 -0.7908 -0.1821 -0.3449
C -3.7461 0.8320 -0.1748 0.5628
F -2.4160 0.7027 0.0310 -0.2341
F -3.9442 1.8764 -1.0175 -0.3254
C -4.3949 1.2093 1.1862 0.4678
F -4.4721 0.1377 1.9949 -0.2727
F -3.5739 2.1162 1.7700 -0.3115
C -5.8164 1.8798 1.0573 0.7719
F -6.3821 1.6395 -0.1287 -0.2455
F -6.6216 1.3908 2.0199 -0.2625
F -5.7181 3.2092 1.2179 -0.2578
C 1.8087 -0.9681 1.1749 -0.9967
O 2.8770 -1.6495 1.8611 -0.4085
C 3.5334 -0.8600 2.8043 -0.0035
C 4.7454 -1.6298 3.2906 -1.2919
H 3.1452 3.4279 1.9822 0.4352
H 4.2022 1.7608 -1.6861 0.2668
H 3.7176 3.3867 -2.1080 0.3832
H 1.5282 2.8045 -2.5380 0.3531
H 2.3958 1.3848 -3.0700 0.2772
H 0.3150 0.8835 -1.7105 0.2417
H 1.1697 1.4628 -0.3067 0.4652
H 3.1262 -2.5278 -0.8195 -0.2185
H 3.8446 -0.1779 -0.5307 -0.2371
H 2.8218 -0.8812 -2.7115 -0.2321
H 0.2780 -1.8687 -2.6494 0.4566
H 0.6424 -3.1018 -1.4745 0.3358
H -0.8675 -2.3180 0.0783 0.5079
H -0.6443 -0.6521 -0.3822 0.2018
H 0.8818 -1.4745 1.4412 0.2485
H 1.7938 0.0653 1.5139 0.4212
H 3.8442 0.0909 2.3669 0.1930
H 2.8775 -0.6171 3.6500 0.3183
H 4.4129 -2.4377 3.9346 0.2797
H 5.4508 -0.9920 3.8071 0.3905
H 5.1988 -2.0877 2.4196 0.3142
```

HOMO in hartree: -0.1401
Net charge: -1
Kohn-Sham gap in eV: 6.5

---

3.
Here is a 2-piece molecular cluster, C3H9N2O2 overall from OMol25. Energies are from wB97M-V/def2-TZVPD.

```
16
Properties=species:S:1:pos:R:3:mulliken_charge:R:1
C 1.2648 2.1988 0.2368 -0.6354
C 0.6454 -2.3939 -0.7947 -0.4436
C -2.0496 0.9172 0.0907 -0.4195
N 1.0175 -0.1414 -0.3395 -0.1968
N 0.7047 0.9224 0.1635 0.3939
O 0.2443 -1.1296 -0.2359 0.0300
O -1.0931 0.6444 0.9528 -0.3226
H 2.3447 2.1175 0.5447 0.3044
H 0.6112 2.6907 0.9322 0.3068
H 1.2740 2.7398 -0.7029 0.3194
H 1.3444 -2.1439 -1.6582 0.2748
H -0.2978 -2.9005 -1.1155 0.2448
H 1.2311 -2.8642 -0.0257 0.2907
H -2.2253 1.9674 0.0629 0.2707
H -2.7801 0.3121 0.5984 0.2924
H -1.9214 0.4016 -0.9180 0.2899
```

HOMO (alpha / beta) in hartree: -0.5521 / -0.5637
Net charge: +1
Kohn-Sham gap (alpha / beta) in eV: 9.1 / 8.8

---

4.
Here is a 2-piece molecular cluster, C5H6O3 overall from OMol25. Energies are from wB97M-V/def2-TZVPD.

```
14
Properties=species:S:1:pos:R:3:mulliken_charge:R:1
C 1.0567 -1.2510 0.1971 -0.3791
C 0.3562 -0.2573 1.0966 -0.1245
C -0.4926 1.6207 -0.1571 -0.1452
C -1.1388 0.8580 -0.9694 -0.1756
C -0.4649 -1.0889 0.1366 0.0353
H 1.1408 0.5784 -0.6795 0.4919
H 1.4743 -2.1056 0.4686 0.4895
H 0.1298 -0.0967 2.3171 0.2947
H -0.5273 2.7168 -0.2063 0.3340
H -2.2190 1.2775 -1.2490 0.2824
H -0.9824 -2.1417 0.2117 0.3628
O 1.9745 -0.6714 -0.5415 -0.7237
O 0.6929 1.1217 0.4595 -0.4033
O -1.0003 -0.5605 -1.0846 -0.3391
```

HOMO in hartree: -0.3060
Net charge: 0
Kohn-Sham gap in eV: 9.0

---

5.
Here is C27H31F3IrN4O2S3Sb2 as an isolated structure from OMol25. Energies are from wB97M-V/def2-TZVPD.

```
73
Properties=species:S:1:pos:R:3:mulliken_charge:R:1
Ir -1.0138 -0.6114 0.3213 1.5512
F -5.6243 -3.7956 -1.3649 -0.2646
C -4.7648 -3.1569 -2.1700 0.5939
F -3.7066 -3.9491 -2.3507 -0.2094
F -5.3694 -3.0160 -3.3671 -0.2707
C -4.3999 -1.8051 -1.6094 0.0220
C -5.2917 -0.7572 -1.7731 -0.3855
C -5.0133 0.5023 -1.2588 -1.3873
C -3.8185 0.6823 -0.5999 -0.1372
N -2.9571 -0.3251 -0.4287 -0.5890
C -3.2231 -1.5749 -0.9014 0.9476
S -1.9208 -2.6437 -0.4650 -0.4160
H -6.2137 -0.9288 -2.3141 0.5297
H -5.7029 1.3241 -1.3758 0.4573
H -3.5270 1.6431 -0.1985 0.6636
C -1.1465 3.0999 -0.5658 -1.3086
Sb -0.6424 1.8823 1.1111 0.3613
C -2.2595 2.2633 2.4553 -1.3271
C 0.7826 3.2720 1.9389 -1.5073
C 1.5450 2.8465 3.1569 0.9608
C 0.8456 2.6385 4.3447 -0.4279
C 1.4814 2.2215 5.5014 -0.8951
C 2.8522 2.0163 5.4804 -0.6862
C 3.5635 2.2580 4.3172 -0.8077
C 2.9420 2.6839 3.1426 0.5979
C 3.7803 2.9421 1.9232 -1.6735
Sb 3.3616 1.4202 0.4403 0.6887
C 5.1336 1.6564 -0.7376 -1.2711
C 4.0937 -0.2238 1.6147 -1.4854
H -1.7416 3.9574 -0.2532 0.4786
H -1.6722 2.5323 -1.3300 0.3253
H -0.2093 3.4460 -1.0000 0.4282
H -2.3595 3.3390 2.5978 0.4355
H -2.0522 1.7909 3.4136 0.3736
H -3.1970 1.8610 2.0749 0.4341
H 0.1126 4.1071 2.1644 0.6990
H 1.4136 3.5655 1.1054 0.4937
H -0.2226 2.8240 4.3665 0.5023
H 0.9143 2.0731 6.4104 0.4238
H 3.3709 1.6912 6.3725 0.4140
H 4.6397 2.1318 4.3175 0.3961
H 4.8376 2.9520 2.1839 0.5849
H 3.5414 3.9140 1.4858 0.5421
H 6.0022 1.3107 -0.1782 0.4019
H 5.2683 2.7073 -0.9910 0.3869
H 5.0396 1.0811 -1.6567 0.3067
H 4.8440 0.1278 2.3229 0.4998
H 4.5566 -0.9478 0.9440 0.4152
H 3.2923 -0.7112 2.1696 0.3440
N -2.3118 -3.8731 -5.2172 -0.4689
C -1.4870 -3.0736 -4.4884 0.7702
C -1.8650 -1.7545 -4.1774 -0.5811
C -1.0228 -0.9417 -3.4570 -0.3341
C 0.2150 -1.4216 -3.0319 -0.4557
C 0.6180 -2.7130 -3.3588 -0.4105
C -0.2259 -3.5321 -4.0759 -0.9448
S 1.2388 -0.3936 -2.0832 1.1703
O 2.5941 -0.8761 -2.1273 -0.6742
O 0.8824 0.9654 -2.3474 -0.7088
N 0.8406 -0.6196 -0.4829 0.3640
C 1.2528 -1.6762 0.2549 0.3247
S 2.3312 -2.9769 0.0857 0.0021
C 1.5983 -3.6799 1.5054 -0.2832
C 0.5856 -2.9294 1.9836 -0.9788
N 0.4220 -1.7481 1.2872 -0.1992
H -3.2690 -3.6062 -5.3611 0.2133
H -2.0997 -4.8493 -5.3173 0.2019
H -2.8185 -1.3775 -4.5283 0.4439
H -1.3056 0.0813 -3.2415 0.4892
H 1.5950 -3.0645 -3.0559 0.5412
H 0.0898 -4.5338 -4.3381 0.3529
H 1.9947 -4.5848 1.9341 0.4933
H -0.0174 -3.1397 2.8517 0.4623
```

HOMO in hartree: -0.3747
Net charge: +1
Kohn-Sham gap in eV: 5.8

---

| no. | E_tot (Eh) |
| --- | --- |
| 1 | -803.750375 |
| 2 | -2235.822188 |
| 3 | -379.177322 |
| 4 | -419.568075 |
| 5 | -3495.728875 |